(1)
# C19H61B3N3O6Zn

C19H61B3N3O6Zn as an isolated structure (ωB97M-V with the def2-TZVPD basis set, OMol25).

## Properties
* E_tot: -3229.5179 Ha
* multiplicity: 2
* lowest unoccupied orbital energy (spin up / spin down): 0.140 / -4.013 eV

```
93
C19H61B3N3O6Zn | OMol25 | ωB97M-V with the def2-TZVPD basis set
Zn -1.0316 -1.8605 -1.2922
B 0.5307 -0.3402 -1.2868
H -0.3973 0.1251 -0.9924
H 1.3215 0.3748 -1.4530
H 0.7893 -1.0459 -0.5126
H 0.3415 -0.8773 -2.2033
B -1.8025 -1.9555 0.6284
H -2.0527 -1.1636 -0.0604
H -0.7525 -2.1731 0.5084
H -2.0006 -1.6409 1.6414
H -2.3021 -2.8652 0.3334
B -2.4272 -2.0005 -2.7971
H -1.4147 -2.0187 -3.1694
H -2.5527 -1.0710 -2.2637
H -3.2398 -2.1289 -3.4953
H -2.4528 -2.8389 -2.1184
C -1.5339 3.5090 2.4510
O -0.3694 2.7741 2.3928
C -0.3782 1.6529 1.5002
C 0.2750 0.4936 2.2144
N 1.6032 0.9646 2.6409
C 2.0407 0.0797 3.7654
C 3.3574 0.8658 4.1716
O 2.9923 2.1030 4.5914
C 4.0269 2.7651 5.4037
H -1.2815 4.4728 2.8932
H -2.1482 2.9987 3.1929
H -2.1682 3.6467 1.5753
H 0.1217 1.8758 0.5576
H -1.4117 1.3978 1.2659
H 0.3702 -0.2218 1.3976
H -0.4324 0.0920 2.9401
H 2.1177 0.6546 1.8290
H 2.2213 -0.8597 3.2430
H 1.2687 -0.1656 4.4948
H 4.1050 0.7648 3.3848
H 3.7317 0.3244 5.0404
H 4.9652 2.8415 4.8544
H 4.2565 2.1672 6.2858
H 3.6163 3.7637 5.5531
C -0.0381 3.0173 -2.3050
O -1.1414 2.6575 -1.5572
C -2.3235 2.3984 -2.3290
C -3.5458 1.9930 -1.3784
N -3.9185 3.0435 -0.4278
C -4.8816 2.4793 0.6062
C -4.4337 1.3043 1.4937
O -4.3948 1.8468 2.7783
C -4.1439 0.9042 3.8549
H -0.3632 3.3888 -3.2768
H 0.4903 2.1196 -2.6258
H 0.4673 3.7117 -1.6338
H -2.2307 1.6373 -3.1037
H -2.6697 3.3505 -2.7312
H -3.1526 1.1251 -0.8491
H -4.4194 1.8306 -2.0097
H -3.0462 3.4169 -0.0817
H -5.7276 2.1615 -0.0033
H -5.2380 3.2695 1.2669
H -3.5784 0.6568 1.3004
H -5.2660 0.6019 1.4491
H -4.4949 1.4078 4.7556
H -3.0666 0.7946 3.9787
H -4.5824 -0.0898 3.7666
C 2.0914 -4.9350 -2.3000
C 0.9424 -3.8857 -2.7328
C -0.1955 -4.5188 -3.6177
O 0.3094 -4.9718 -4.8769
C 0.1858 -4.0756 -5.9764
N 0.3090 -3.4360 -1.4627
H 1.7582 -5.7668 -1.6795
H 2.8960 -4.4071 -1.7880
H 2.4603 -5.3084 -3.2553
H 1.4349 -3.0161 -3.1679
H -1.0318 -3.8536 -3.8327
H -0.5892 -5.3187 -2.9906
H -0.1621 -3.0601 -5.7872
H -0.4617 -4.4714 -6.7588
H 1.1699 -3.8884 -6.4063
H 1.0711 -3.2684 -0.8214
H -0.0040 -4.3156 -1.0776
C 4.2087 1.6771 -0.9188
C 4.1099 0.3046 -0.2639
C 5.1186 0.0768 0.7874
O 2.8247 0.2097 0.3082
H 4.3813 2.5432 -0.2800
H 3.2486 1.9468 -1.3588
H 5.0027 1.8483 -1.6457
H 4.1838 -0.5621 -0.9208
H 5.2387 0.8455 1.5509
H 6.1078 -0.0919 0.3618
H 4.9510 -0.8685 1.3035
H 2.2366 0.0603 -0.4357
```

Partial atomic charges computed with the Mulliken method, in multiples of e:
1. Zn -0.57
2. B 2.85
3. H -0.42
4. H -0.96
5. H -0.48
6. H -0.52
7. B 1.91
8. H -0.47
9. H -0.42
10. H -0.36
11. H -0.43
12. B 1.10
13. H -0.47
14. H -0.70
15. H -0.24
16. H -0.29
17. C -0.49
18. O -0.47
19. C 1.31
20. C -0.51
21. N 0.63
22. C -0.59
23. C -0.37
24. O -0.26
25. C -0.79
26. H 0.31
27. H 0.33
28. H -0.05
29. H -0.55
30. H -0.26
31. H -0.35
32. H 0.64
33. H 0.36
34. H 0.37
35. H 0.43
36. H 0.14
37. H 0.50
38. H 0.32
39. H 0.32
40. H 0.24
41. C -0.74
42. O -0.17
43. C -1.05
44. C -0.26
45. N -0.35
46. C -1.13
47. C 0.28
48. O -0.40
49. C -0.63
50. H 0.54
51. H 0.07
52. H 0.17
53. H 0.49
54. H 0.51
55. H -0.12
56. H 0.47
57. H 0.38
58. H 0.35
59. H 0.50
60. H 0.03
61. H 0.44
62. H 0.28
63. H 0.10
64. H 0.34
65. C -1.47
66. C 0.22
67. C -0.57
68. O -0.44
69. C -0.75
70. N -0.58
71. H 0.32
72. H 0.42
73. H 0.44
74. H 0.19
75. H 0.36
76. H 0.36
77. H 0.29
78. H 0.28
79. H 0.30
80. H 0.29
81. H 0.41
82. C -1.33
83. C 0.87
84. C -1.66
85. O -0.83
86. H 0.32
87. H 0.21
88. H 0.41
89. H 0.25
90. H 0.22
91. H 0.50
92. H 0.43
93. H -0.27


(2)
# C6H15P

A 2-piece molecular cluster, C6H15P overall (ωB97M-V with the def2-TZVPD basis set, OMol25).

## Properties
* E_tot: -578.7422 Ha
* energy relative to the best compared isomer or geometry (same formula, charge and spin): 460.4 kJ/mol
* lowest unoccupied orbital energy (spin up / spin down): -0.150 / 0.808 eV

```
22
C6H15P | OMol25 | ωB97M-V with the def2-TZVPD basis set
C 3.2575 0.9510 0.6131
C -1.8473 -0.1575 1.1933
C -1.8717 -0.1810 -1.4315
C 2.0088 -1.4977 0.2930
C -1.0693 1.8359 -0.1143
C -1.9733 0.6371 -0.1150
P 1.9864 0.1471 -0.2899
H 3.6661 1.8403 0.3621
H 2.9858 0.6793 1.6389
H -0.7491 -0.3355 1.4345
H -2.2132 -1.0863 0.8613
H -2.3407 0.4838 2.0560
H -1.9685 0.3701 -2.3043
H -0.8726 -0.5926 -1.5035
H -2.6303 -0.9009 -1.4633
H 1.2567 -2.1507 -0.1523
H 2.9696 -1.9569 0.0031
H 2.1050 -1.8775 1.3364
H -0.4585 1.7014 0.7693
H -1.1706 2.5958 -0.8211
H -2.9561 1.1242 -0.1075
H 2.6322 -0.3265 -1.4265
```

Partial atomic charges computed with the Mulliken method, in multiples of e:
1. C -0.77
2. C -1.11
3. C -1.42
4. C -1.21
5. C -1.16
6. C 0.73
7. P 0.19
8. H 0.40
9. H 0.22
10. H 0.18
11. H 0.38
12. H 0.30
13. H 0.46
14. H 0.18
15. H 0.43
16. H 0.34
17. H 0.45
18. H 0.41
19. H 0.35
20. H 0.42
21. H 0.21
22. H 0.01


(3)
# C22H42Cl32N3PS

A 17-piece molecular cluster, C22H42Cl32N3PS overall (ωB97M-V with the def2-TZVPD basis set, OMol25).

## Properties
* E_tot: -16493.3656 Ha
* lowest unoccupied orbital energy: 0.060 eV

```
101
C22H42Cl32N3PS | OMol25 | ωB97M-V with the def2-TZVPD basis set
N -5.4500 -0.1165 0.3925
C -4.5579 0.6072 0.4320
C -3.3975 1.5044 0.5434
C -3.0241 2.0668 -0.8318
C -1.9261 3.1261 -0.8152
N -2.4643 4.4647 -0.5377
C -2.2358 0.7185 1.2489
C -1.1364 0.3962 0.3465
N -0.2615 0.3148 -0.3933
P -1.6109 1.5909 2.7430
S -0.2003 0.6371 3.6690
H -3.7205 2.3266 1.1933
H -3.9211 2.5403 -1.2403
H -2.7948 1.2422 -1.5084
H -1.4571 3.0995 -1.8032
H -1.1237 2.8887 -0.1139
H -2.4680 4.9739 -1.4176
H -1.8306 4.9713 0.0711
H -2.6251 -0.2198 1.6543
H -2.7737 1.7171 3.5225
H -1.3019 2.9068 2.3559
C 1.5790 -0.3860 -3.3560
Cl 0.6011 -0.3384 -4.8343
Cl 3.0963 0.4984 -3.5255
H 1.0061 0.0560 -2.5494
H 1.8101 -1.4216 -3.1325
C 1.1257 -2.4239 2.2904
Cl 2.6914 -2.2818 3.1019
Cl 0.5365 -4.0907 2.2531
H 0.4088 -1.8153 2.8276
H 1.2311 -2.0728 1.2703
C -1.1118 4.0645 -5.0052
Cl -1.1949 5.1331 -3.5897
Cl -2.6762 3.3337 -5.3734
H -0.7947 4.6525 -5.8577
H -0.3977 3.2760 -4.7957
C -0.8139 2.9618 7.1195
Cl -0.9677 3.7253 5.5304
Cl -0.6105 4.1521 8.4060
H -1.7134 2.3904 7.3133
H 0.0555 2.3154 7.0996
C 0.1354 -6.6493 -0.4999
Cl -0.9299 -8.0176 -0.8421
Cl -0.1393 -5.2996 -1.6077
H -0.0627 -6.3065 0.5081
H 1.1632 -6.9758 -0.6023
C 6.1054 -0.5869 2.7151
Cl 7.0434 -1.1573 1.3268
Cl 5.8922 1.1646 2.6956
H 5.1272 -1.0494 2.6842
H 6.6326 -0.8608 3.6216
C -5.1886 -2.5892 2.8629
Cl -3.6633 -1.8639 3.4053
Cl -5.8681 -3.6758 4.0798
H -5.8994 -1.7950 2.6731
H -4.9985 -3.1585 1.9595
C -3.8757 -6.3292 2.2964
Cl -4.8996 -6.0269 0.8862
Cl -2.3172 -5.5019 2.1718
H -4.3886 -5.9557 3.1751
H -3.7017 -7.3956 2.3755
C -5.3735 -1.4429 -2.7865
Cl -6.3812 -1.4286 -4.2357
Cl -3.8910 -0.5017 -3.0014
H -5.9301 -1.0053 -1.9667
H -5.0990 -2.4659 -2.5577
C -8.1201 1.3027 -2.0215
Cl -9.2026 1.3934 -3.4132
Cl -6.6130 2.1843 -2.3033
H -8.6194 1.7355 -1.1632
H -7.8810 0.2611 -1.8412
C 3.0411 0.1901 -7.4040
Cl 2.8195 1.8261 -8.0400
Cl 3.2628 -1.0034 -8.6924
H 3.9209 0.1833 -6.7715
H 2.1613 -0.0796 -6.8323
C 9.0600 3.2767 3.9167
Cl 10.4745 4.1824 4.4642
Cl 8.5196 2.0959 5.1171
H 8.2512 3.9746 3.7351
H 9.3168 2.7450 3.0084
C 6.1448 3.9330 7.6284
Cl 5.1940 5.2714 6.9708
Cl 5.1626 2.4829 7.8692
H 6.9397 3.6984 6.9308
H 6.5536 4.2366 8.5845
C 10.3897 -2.8320 1.5784
Cl 11.7953 -1.9068 2.1207
Cl 9.8397 -3.9794 2.8053
H 9.5825 -2.1417 1.3680
H 10.6625 -3.3838 0.6869
C -7.7055 2.2219 -6.9531
Cl -6.1849 2.5459 -6.1129
Cl -8.2060 0.5336 -6.8104
H -8.4762 2.8447 -6.5141
H -7.5763 2.4545 -8.0032
C 4.4932 -3.5248 -3.9854
Cl 4.6685 -2.4753 -2.5741
Cl 4.2159 -2.5798 -5.4519
H 5.4018 -4.1017 -4.1076
H 3.6414 -4.1762 -3.8297
```

Mulliken atomic charge list, values in e, 99 entries:
1. N -0.45
2. C -0.50
3. C 0.90
4. C -0.36
5. C -0.35
6. N -0.61
7. C 0.87
8. C -0.16
9. N -0.48
10. P -0.01
11. S -0.28
12. H 0.47
13. H 0.24
14. H -0.23
15. H 0.06
16. H 0.31
17. H 0.17
18. H 0.28
19. H -0.19
20. H 0.17
21. H 0.12
22. C 0.39
23. Cl -0.21
24. Cl -0.16
25. H -0.17
26. H 0.18
27. C 0.24
28. Cl -0.21
29. Cl -0.17
30. H -0.16
31. H 0.17
32. C -0.21
33. Cl -0.18
34. Cl -0.09
35. H 0.34
36. H 0.16
37. C -0.24
38. Cl -0.15
39. Cl -0.16
40. H 0.28
41. H 0.27
42. C 0.00
43. Cl -0.17
44. Cl -0.12
45. H -0.02
46. H 0.31
47. C 0.32
48. Cl -0.17
49. Cl -0.15
50. H -0.21
51. H 0.24
52. C -0.16
53. Cl -0.11
54. Cl -0.18
55. H 0.32
56. H 0.12
57. C -0.39
58. Cl -0.15
59. Cl 0.01
60. H 0.23
61. H 0.33
62. C 0.04
63. Cl -0.11
64. Cl -0.05
65. H -0.26
66. H 0.39
67. C -0.28
68. Cl -0.14
69. Cl -0.10
70. H 0.39
71. H 0.13
72. C 0.25
73. Cl -0.18
74. Cl -0.17
75. H 0.22
76. H -0.12
77. C -0.26
78. Cl -0.16
79. Cl -0.15
80. H 0.27
81. H 0.30
82. C 0.12
83. Cl -0.16
84. Cl -0.15
85. H -0.07
86. H 0.27
87. C 0.14
88. Cl -0.16
89. Cl -0.15
90. H -0.10
91. H 0.27
92. C -0.38
93. Cl -0.06
94. Cl -0.14
95. H 0.26
96. H 0.32
97. C -0.38
98. Cl -0.12
99. Cl -0.07


(4)
# C9H36O9

A 9-piece molecular cluster, C9H36O9 overall (ωB97M-V with the def2-TZVPD basis set, OMol25).

## Properties
* E_tot: -1041.6708 Ha
* energy relative to the best compared isomer or geometry (same formula, charge and spin): 0.0 kJ/mol
* structure (SMILES): CC(C)O.CC(C)O.CC(C)O.O.O.O.O.O.O
* lowest unoccupied orbital energy: 0.206 eV

```
54
C9H36O9 | OMol25 | ωB97M-V with the def2-TZVPD basis set
O 0.1825 -0.8695 -2.7755
H 0.9650 -1.4610 -2.7060
H -0.5822 -1.4468 -2.6497
O -0.5259 0.9293 -0.7159
H -0.2837 0.3690 -1.4770
H 0.2174 1.5506 -0.6281
O 0.7532 1.4444 -4.1000
H 1.4167 0.8824 -4.5075
H 0.2678 0.8456 -3.4980
O 2.8417 1.1895 1.5214
H 2.7848 1.8049 0.7793
H 1.9201 0.9601 1.7108
O -0.3112 3.1829 2.0936
H -0.0591 2.2466 2.1040
H -1.1403 3.2156 2.5805
O 1.4194 3.1283 -0.6025
H 1.2711 4.0139 -0.2498
H 1.8011 3.2667 -1.4792
C 0.7244 -1.2371 3.5260
C -0.2275 -1.1040 2.3529
C -1.6750 -1.2655 2.7631
O -0.0135 0.2141 1.8412
H 0.7610 -0.3457 4.1511
H 1.7206 -1.4165 3.1190
H 0.3997 -2.0500 4.1800
H -0.0439 -1.8379 1.5569
H -2.3519 -0.9755 1.9577
H -1.8228 -0.6769 3.6727
H -1.9416 -2.2926 3.0257
H -0.3205 0.2192 0.9072
C -4.1917 0.2518 -0.8624
C -4.3679 1.7398 -0.6302
C -4.0214 2.1447 0.8109
O -3.4519 2.4428 -1.4858
H -4.6352 -0.0773 -1.8021
H -4.7385 -0.3339 -0.1139
H -3.1346 -0.0081 -0.7954
H -5.3588 2.0340 -0.9771
H -4.7907 1.6831 1.4441
H -3.9895 3.1989 1.0728
H -3.0788 1.6777 1.1091
H -2.5614 2.2265 -1.1825
C 2.1526 -2.6086 -0.4623
C 3.2690 -2.0242 -1.3295
C 4.5644 -2.8184 -1.3395
O 2.7106 -1.9757 -2.6542
H 1.3622 -1.8739 -0.3295
H 2.6546 -2.8373 0.4801
H 1.7649 -3.5208 -0.9116
H 3.5292 -1.0030 -1.0319
H 4.4768 -3.8912 -1.5256
H 5.1686 -2.7196 -0.4381
H 5.1462 -2.4162 -2.1758
H 3.3736 -1.7754 -3.3236
```

Partial atomic charges computed with the Mulliken method, in multiples of e:
1. O -0.67
2. H 0.35
3. H 0.26
4. O -0.33
5. H 0.34
6. H 0.07
7. O -0.67
8. H 0.28
9. H 0.38
10. O -0.70
11. H 0.33
12. H 0.33
13. O -0.65
14. H 0.35
15. H 0.29
16. O -0.58
17. H 0.26
18. H 0.27
19. C -1.61
20. C 0.98
21. C -1.34
22. O -0.10
23. H 0.32
24. H 0.30
25. H 0.47
26. H 0.10
27. H 0.24
28. H 0.31
29. H 0.41
30. H 0.12
31. C -0.82
32. C 0.26
33. C -0.83
34. O -0.61
35. H 0.31
36. H 0.33
37. H -0.03
38. H 0.32
39. H 0.38
40. H 0.33
41. H -0.03
42. H 0.32
43. C -0.77
44. C 0.73
45. C -1.42
46. O -0.60
47. H -0.18
48. H 0.39
49. H 0.37
50. H 0.13
51. H 0.31
52. H 0.38
53. H 0.39
54. H 0.26


Question: E_tot of number 4 (C9H36O9)?
Answer: -1041.6708 Ha


Question: Look up the E_tot of the fourth one.
Answer: -1041.6708 Ha